{
  "formula": "C26H26NSiSn",
  "method": "ωB97M-V/def2-TZVPD",
  "symbols": ["Sn", "C", "C", "C", "C", "C", "C", "C", "C", "N", "H", "H", "H", "H", "H", "H", "C", "C", "C", "C", "C", "C", "Si", "C", "C", "C", "C", "C", "C", "H", "H", "H", "H", "H", "H", "H", "H", "H", "H", "H", "C", "C", "C", "C", "C", "C", "H", "H", "H", "H", "H", "H", "H", "H", "H"],
  "positions_angstrom": [[-1.253, -0.439, 0.702], [-1.949, 0.760, 2.880], [-3.332, 1.038, 2.743], [-4.339, 0.250, 3.353], [-5.672, 0.533, 3.206], [-6.090, 1.636, 2.443], [-5.114, 2.395, 1.773], [-3.784, 2.101, 1.920], [-7.453, 1.982, 2.356], [-8.568, 2.279, 2.296], [-1.659, 0.155, 3.734], [-1.291, 1.616, 2.751], [-4.035, -0.587, 3.970], [-6.422, -0.087, 3.682], [-5.426, 3.218, 1.143], [-3.031, 2.693, 1.411], [-2.178, 0.212, -5.764], [-1.384, 1.282, -5.379], [-0.692, 1.234, -4.180], [-0.771, 0.119, -3.342], [-1.561, -0.954, -3.754], [-2.259, -0.909, -4.952], [0.041, 0.142, -1.617], [1.812, -0.389, -2.089], [2.780, 0.527, -2.505], [4.086, 0.130, -2.749], [4.452, -1.196, -2.581], [3.504, -2.121, -2.167], [2.201, -1.719, -1.921], [-2.744, 0.255, -6.686], [-1.313, 2.156, -6.015], [-0.080, 2.077, -3.879], [-1.622, -1.821, -3.111], [-2.875, -1.746, -5.257], [-0.454, -1.759, -1.183], [2.505, 1.568, -2.629], [4.827, 0.855, -3.063], [5.476, -1.509, -2.749], [3.791, -3.157, -2.030], [1.460, -2.425, -1.575], [4.219, -0.895, 1.530], [3.189, -0.646, 2.640], [3.091, -1.874, 3.559], [3.594, 0.586, 3.460], [1.869, -0.457, 2.024], [0.776, -0.384, 1.505], [5.202, -1.104, 1.959], [4.297, -0.022, 0.882], [3.913, -1.740, 0.914], [4.055, -2.095, 4.023], [2.767, -2.740, 2.983], [2.357, -1.693, 4.344], [4.564, 0.418, 3.932], [2.859, 0.788, 4.238], [3.666, 1.464, 2.819]],
  "lowdin_charge": [0.810, -0.279, -0.399, -0.062, -0.056, -0.278, -0.053, -0.073, -0.239, 0.108, 0.038, 0.031, 0.103, 0.108, 0.109, 0.105, -0.114, -0.110, -0.130, -0.364, -0.123, -0.101, 0.604, -0.353, -0.123, -0.112, -0.116, -0.108, -0.131, 0.092, 0.093, 0.088, 0.071, 0.095, -0.032, 0.089, 0.092, 0.092, 0.096, 0.059, -0.056, -0.637, -0.063, -0.061, -0.155, -0.274, 0.078, 0.084, 0.077, 0.076, 0.083, 0.082, 0.077, 0.082, 0.082],
  "homo_lumo_gap_ha": 0.2160,
  "max_force_ha_per_bohr": 0.055,
  "charge": -1,
  "homo_energy_ev": -3.58,
  "relative_energy_kj_mol": 227.6,
  "mol_weight_g_mol": 499.3,
  "e_lumo_ev": 2.3
}